[1]
16
Properties=species:S:1:pos:R:3:forces:R:3:mulliken_charge:R:1 method="wB97M-V/def2-TZVPD" homo_lumo_gap_ha=0.3556 multiplicity=1 de_lowest_kcal_mol=70.1 charge=0 total_energy_ha=-685.90722 smiles="C/C=N/OCSC"
C 2.998439 0.893497 0.159210 0.91 -1.93 0.56 -0.856
C 1.168065 -1.077358 0.384212 0.13 -0.89 -0.22 -0.307
C -2.105791 -0.493798 -0.381690 1.04 0.67 -0.41 -0.062
C -3.122852 0.608253 -0.333780 -0.77 -1.48 0.99 -0.869
H 3.877987 1.188353 -0.364060 0.71 0.50 -0.29 0.302
H 3.327356 0.438830 1.124493 -0.29 0.51 -0.66 0.273
H 2.351060 1.704796 0.300120 -0.95 1.11 0.27 0.322
H 1.108698 -0.390833 1.210885 -0.27 0.47 0.12 0.309
H 1.580759 -1.998621 0.791152 0.01 -0.21 -0.25 0.299
H -2.237459 -1.366773 -1.008942 -0.37 -0.27 0.04 0.412
H -2.689452 1.501896 0.057859 0.18 0.45 0.73 0.277
H -3.456990 0.868106 -1.314396 -0.31 -0.13 -0.83 0.284
H -4.020749 0.242106 0.252785 0.92 0.72 -0.55 0.243
N -0.952837 -0.320606 0.134980 -0.85 0.13 -0.25 -0.403
O -0.107888 -1.398773 -0.134205 0.13 0.27 0.52 -0.133
S 2.281657 -0.399075 -0.878622 -0.23 0.09 0.23 -0.090

***

[2]
5
Properties=species:S:1:pos:R:3:forces:R:3:mulliken_charge:R:1 method="wB97M-V/def2-TZVPD" homo_lumo_gap_ha=0.3066 multiplicity=1 de_lowest_kcal_mol=18.3 charge=0 total_energy_ha=-872.75431 smiles=OSS
O -1.643061 -0.025089 0.200666 0.63 0.31 -2.51 -0.441
S 1.566728 -0.832676 0.124003 -2.63 -0.23 0.25 -0.209
S -0.714682 -1.332778 -0.143836 1.28 0.73 1.43 0.138
H -1.988344 0.240188 1.038284 0.26 -0.72 1.50 0.346
H 1.605661 -1.441633 -1.042691 0.45 -0.10 -0.68 0.165

***

[3]
15
Properties=species:S:1:pos:R:3:forces:R:3:mulliken_charge:R:1 method="wB97M-V/def2-TZVPD" homo_lumo_gap_ha="0.2908 / 0.2787" multiplicity=1 de_lowest_kcal_mol=58.3 charge=0 total_energy_ha=-474.86598
C 0.129207 -0.788672 -1.765773 -0.80 -2.59 -1.06 -0.265
C 0.191276 0.562090 -1.688928 0.09 2.39 -1.94 -0.271
C 0.396489 -1.556117 -0.633674 0.06 -1.01 3.10 -0.306
C 0.726693 1.236977 -0.700065 0.78 1.01 5.31 -0.525
C 0.788110 -0.895880 0.569495 -0.56 1.30 -2.29 -0.465
C 0.972139 0.555162 0.630961 0.84 -0.33 -2.40 0.737
C -2.225259 0.438908 2.231240 -0.45 3.05 1.14 0.680
N 1.522283 1.165194 1.615915 -0.62 -0.29 -0.28 -0.679
O -2.019547 -0.641835 2.016683 0.76 -4.43 -1.17 -0.308
O -2.423771 1.531618 2.524034 -0.32 1.40 0.05 -0.370
H -0.139476 -1.145055 -2.782549 0.05 -0.48 1.15 0.319
H -0.076770 1.210632 -2.504458 -0.16 -0.35 -0.75 0.353
H 0.198840 -2.675730 -0.428527 0.51 1.87 -1.25 0.257
H 0.903227 2.296669 -0.573482 -0.27 0.16 -0.87 0.361
H 1.056560 -1.293961 1.489128 0.08 -1.71 1.27 0.483

***

[4]
98
Properties=species:S:1:pos:R:3:forces:R:3:mulliken_charge:R:1 method="wB97M-V/def2-TZVPD" homo_lumo_gap_ha="0.1516 / 0.1524" multiplicity=1 de_lowest_kcal_mol=49.8 charge=+3 total_energy_ha=-4802.16738
Ru 0.200060 1.749914 -1.036388 0.86 1.65 -1.16 0.307
C -2.352283 3.159503 -2.893287 -0.14 -0.20 -0.13 -1.205
C -1.465174 4.077440 -2.142340 -0.18 0.47 -0.11 0.383
N -0.508896 3.657197 -1.364544 0.43 -0.13 0.07 0.945
C 0.163380 4.664305 -0.727077 -0.25 1.02 -0.14 -0.634
C -0.294959 5.907072 -1.052222 0.05 -0.47 -0.03 -0.387
S -1.599309 5.799072 -2.165227 0.34 -0.63 0.27 -0.103
C 1.199338 4.248359 0.198068 0.45 0.74 0.51 -0.293
C 1.912122 4.991409 1.092226 -0.13 -0.37 -0.20 -0.456
S 2.966471 3.995653 2.003516 -0.41 -0.37 -0.60 -0.094
C 2.398219 2.615983 1.141676 0.27 0.10 0.30 -0.132
N 1.499110 2.904996 0.236706 -0.92 -0.95 -0.55 1.328
C 2.848538 1.242561 1.460608 -0.02 -0.15 0.05 -0.407
H -2.001454 2.121257 -2.787112 -0.09 0.29 -0.10 0.115
H -2.380639 3.426743 -3.949097 -0.01 -0.11 -0.03 0.411
H -3.371700 3.217631 -2.507477 0.02 -0.05 -0.02 0.381
H 0.065820 6.854045 -0.705158 0.05 0.24 0.07 0.502
H 1.863881 6.047235 1.265582 -0.03 0.26 0.01 0.492
H 3.868552 1.246588 1.830592 0.14 -0.03 0.02 0.536
H 2.777908 0.612688 0.573223 0.02 0.04 0.06 -0.345
H 2.205155 0.835395 2.243434 -0.03 -0.06 0.00 0.030
F -4.059042 2.816713 1.063777 -0.20 -0.05 0.52 -0.241
C -4.367772 2.559432 2.349132 -1.25 0.35 -0.37 0.355
C -5.647494 2.782919 2.810137 0.76 0.09 -1.24 -0.013
F -6.557105 3.263975 1.970035 0.47 -0.20 0.34 -0.274
C -6.016010 2.493481 4.153003 -1.40 0.14 0.58 0.302
C -4.975701 2.013105 4.994104 1.33 -0.46 0.39 0.270
C -3.697174 1.792629 4.518634 -0.80 -0.09 1.14 0.068
F -2.769366 1.276054 5.328492 -0.38 0.26 -0.25 -0.296
C -3.350162 2.044784 3.177978 1.65 -0.31 -0.65 0.340
C -2.044028 1.765344 2.672848 -2.07 0.44 1.69 0.297
C -1.638144 1.775571 1.367654 1.33 -0.59 -3.87 0.575
N -1.035735 1.572694 0.381012 -2.06 0.81 3.16 -0.216
C -0.915572 1.344405 3.402104 0.44 -0.41 0.83 -0.334
N 0.098492 0.954133 3.780731 0.14 0.01 0.13 -0.563
F -5.234379 1.726232 6.260869 0.14 0.11 -0.53 -0.262
C -7.349301 2.619858 4.617238 1.56 -0.21 -0.54 1.002
C -8.422669 2.979097 3.787913 -0.30 0.23 -0.46 -0.121
N -9.334844 3.242515 3.141274 -0.23 0.07 -0.13 -0.357
C -7.744953 2.321361 5.931282 0.07 -0.10 0.44 -0.118
N -8.122905 2.075985 6.987391 -0.14 -0.05 0.32 -0.343
C 4.414552 0.516019 -4.774367 0.01 0.02 0.02 -1.230
C 3.041948 1.153948 -4.662111 0.20 0.09 0.32 -0.410
S 2.919063 2.083642 -3.077460 0.27 0.04 -0.80 0.319
O 1.419244 2.094538 -2.791049 -0.81 0.01 0.47 -0.398
C 3.252266 3.779125 -3.688492 -0.12 -0.24 0.21 -0.573
C 2.144087 4.278600 -4.590811 -0.11 -0.03 -0.02 -1.055
H 4.450009 -0.132324 -5.647006 0.01 0.03 -0.07 0.399
H 4.637127 -0.086619 -3.897615 0.08 -0.08 0.07 0.328
H 5.190442 1.269915 -4.887323 0.12 -0.01 0.00 0.357
H 2.246433 0.409549 -4.622355 -0.04 0.08 0.17 0.400
H 2.851982 1.823460 -5.496440 -0.15 0.09 0.07 0.287
H 4.222137 3.743066 -4.182778 0.12 -0.06 0.04 0.503
H 3.345284 4.396099 -2.791673 0.05 -0.12 0.01 0.346
H 2.201016 3.845438 -5.585214 -0.05 -0.01 -0.06 0.360
H 2.213962 5.356398 -4.701863 0.06 0.11 0.01 0.379
H 1.174857 4.038471 -4.154851 -0.05 0.07 -0.05 0.172
C 2.364580 -3.750769 -3.096773 -0.59 -0.49 0.09 -0.687
Si 0.807777 -4.510932 -2.323949 0.23 0.79 1.02 0.262
C -0.816042 -4.154372 -3.228265 0.52 -0.13 0.24 -0.896
C 0.957006 -6.231941 -1.550789 -0.06 0.53 -0.47 -0.954
Si 0.606290 -2.876471 -0.090169 -0.71 -0.26 -1.35 0.160
Te 0.645091 -0.695505 -1.342393 0.97 -2.41 0.56 -0.199
Si 2.934710 -3.163589 1.297047 0.82 -0.06 0.18 0.300
C 2.530455 -2.284028 2.928165 -0.15 -0.45 -0.63 -0.547
C 3.194191 -5.039981 1.390762 -0.30 0.78 -0.23 -1.062
C 4.156333 -2.239707 0.167752 -0.53 -0.27 0.20 -0.756
Si -1.314304 -3.619107 1.426482 0.41 0.63 0.42 0.243
C -2.830999 -3.640374 0.284769 0.63 0.00 0.19 -1.028
C -1.384178 -2.274083 2.765345 -0.24 -0.58 -0.32 -0.665
C -0.738130 -5.320829 2.036928 -0.25 0.65 -0.23 -1.023
H 2.464271 -4.054279 -4.135794 -0.03 -0.07 -0.21 0.433
H 3.272585 -4.059162 -2.589289 0.09 -0.13 0.20 0.287
H 2.315472 -2.665535 -3.078010 -0.09 0.17 0.01 0.035
H -0.800745 -4.574310 -4.231840 0.14 -0.14 -0.16 0.424
H -0.994873 -3.088617 -3.331697 0.07 0.17 0.02 0.250
H -1.669734 -4.593877 -2.722234 -0.08 -0.08 0.18 0.305
H 1.211146 -6.958118 -2.319374 0.05 -0.11 -0.21 0.445
H 0.017111 -6.559419 -1.117546 -0.20 0.04 0.06 0.313
H 1.728056 -6.295697 -0.791500 0.14 0.11 0.10 0.228
H 2.159384 -2.983677 3.672103 -0.11 -0.18 0.01 0.399
H 1.793900 -1.494867 2.818658 -0.15 0.16 -0.09 -0.171
H 3.426206 -1.830542 3.346837 0.31 0.03 -0.13 0.462
H 2.284353 -5.573450 1.647510 -0.17 -0.04 0.05 0.304
H 3.920299 -5.266411 2.169211 0.15 0.17 0.24 0.435
H 3.591652 -5.448808 0.465088 -0.02 0.09 -0.16 0.358
H 3.685218 -1.407841 -0.348410 -0.04 0.03 0.04 0.009
H 4.588187 -2.896265 -0.582363 -0.06 -0.18 -0.08 0.354
H 4.981741 -1.840855 0.752463 0.11 -0.01 0.30 0.462
H -2.913872 -2.732833 -0.305252 0.07 0.17 -0.06 0.373
H -3.744785 -3.724912 0.868054 -0.06 -0.04 0.29 0.414
H -2.818605 -4.485507 -0.395660 0.09 -0.16 -0.12 0.304
H -1.409356 -1.276197 2.337210 0.02 0.10 -0.21 -0.161
H -0.543545 -2.320820 3.449534 0.22 -0.07 0.03 0.357
H -2.280645 -2.388975 3.369863 -0.21 -0.07 0.10 0.536
H -0.401912 -5.964380 1.231054 0.05 -0.08 -0.21 0.300
H -1.564862 -5.832119 2.523558 -0.24 -0.04 0.06 0.448
H 0.055887 -5.245496 2.773009 0.16 0.14 0.10 0.318

***

[5]
67
Properties=species:S:1:pos:R:3:forces:R:3:mulliken_charge:R:1 method="wB97M-V/def2-TZVPD" homo_lumo_gap_ha=0.2506 multiplicity=1 de_lowest_kcal_mol=0.0 charge=+2 total_energy_ha=-11564.03861
Ga -0.642940 0.328245 -1.014551 -0.13 0.09 0.42 -0.408
O -1.625745 -2.766937 3.361056 0.69 -0.94 0.52 -0.539
C -1.859776 -3.535164 2.246016 -0.16 -0.15 0.03 0.772
C -2.102258 -4.902110 2.277430 0.11 -0.07 0.62 -0.648
C -2.378795 -5.587665 1.102325 0.09 -0.69 0.79 -0.514
C -2.446393 -4.917866 -0.094975 0.21 0.25 -1.26 -0.801
C -2.162922 -3.551225 -0.140669 -0.01 -0.53 0.84 -0.585
C -1.856722 -2.868447 1.041663 -0.11 0.53 -1.26 -0.083
C -1.500480 -1.394604 1.012580 -0.11 0.46 -0.32 0.237
O -1.861085 -0.750496 -0.168996 0.49 -0.11 -0.02 -0.439
N -0.038827 -1.233656 1.252653 -0.28 0.42 0.09 -0.222
N 0.686301 -0.367825 0.469886 0.06 -0.21 -0.45 0.479
C 1.858948 -0.032312 0.900276 -1.25 -0.56 0.38 -0.351
C 2.793177 0.850226 0.336545 0.89 0.69 -0.94 0.120
Br 2.497498 1.341265 -1.514018 0.01 0.00 0.56 -0.082
C 3.931674 1.308762 0.906378 -0.40 -0.09 -0.52 -0.794
C 4.511738 1.153200 2.228041 -0.28 -0.07 0.07 0.430
C 5.900814 1.159139 2.336018 -0.31 0.00 0.15 -0.545
C 6.492126 1.064811 3.590986 0.29 -0.20 -0.58 -0.587
C 5.728165 0.930421 4.741955 -0.53 0.11 -0.66 -0.475
C 4.333301 0.932997 4.626772 0.38 0.09 0.58 -0.648
C 3.748909 1.067093 3.385208 -1.11 0.01 0.31 -0.078
H -1.217616 -3.359676 4.024564 -0.48 0.59 -0.17 0.304
H -2.056965 -5.420596 3.241910 -0.09 0.10 -0.40 0.346
H -2.513067 -6.673960 1.157169 -0.08 0.50 -0.11 0.386
H -2.646144 -5.472870 -1.027253 0.04 0.40 0.61 0.376
H -2.168678 -3.023181 -1.072671 -0.05 0.23 -0.29 0.476
H -2.004848 -0.866684 1.827873 -0.04 -0.21 0.14 0.243
H 0.421332 -2.065146 1.546258 0.56 -0.53 0.09 0.406
H 2.129171 -0.422392 1.857902 0.30 -0.34 0.61 0.844
H 4.525448 1.899320 0.234612 0.40 0.19 -0.23 0.476
H 6.448425 1.216194 1.404108 0.42 0.09 0.24 0.431
H 7.570152 1.070238 3.630721 0.11 0.01 0.20 0.393
H 6.210019 0.857403 5.697741 0.07 -0.04 0.29 0.435
H 3.716213 0.882516 5.526439 0.17 -0.01 -0.33 0.393
H 2.656882 1.182703 3.333762 0.47 -0.13 -0.03 0.367
Br -6.546871 0.767145 -3.703877 -0.38 0.01 -0.09 -0.053
C -4.849903 0.945164 -3.007406 1.06 -0.22 -0.48 -0.263
C -4.607350 1.633584 -1.827708 -0.45 -0.17 -0.45 -0.875
C -3.331453 1.667765 -1.340761 0.45 0.34 0.36 -0.208
N -2.302501 1.093841 -1.971993 -0.12 0.26 0.60 0.251
C -2.510651 0.474266 -3.117437 -0.20 -0.01 -0.46 0.502
C -3.754872 0.388432 -3.687490 -0.84 -0.35 -0.11 -0.838
C -1.307623 -0.123109 -3.727251 -1.01 0.04 -0.33 1.068
C -1.259961 -0.407629 -5.070414 0.04 -0.19 -0.50 -0.959
C -0.102279 -0.956999 -5.606368 -0.25 0.36 -0.13 -0.196
Br -0.019764 -1.289026 -7.448566 0.11 -0.02 0.38 -0.050
C 0.978780 -1.152331 -4.758133 0.34 0.05 -0.55 -0.936
C 0.835877 -0.850792 -3.426022 0.20 -0.15 0.23 -0.267
N -0.297036 -0.356507 -2.902791 0.93 0.12 0.43 0.343
H -5.424455 2.109051 -1.326770 -0.18 0.20 0.36 0.497
H -3.124686 2.208687 -0.419092 0.09 -0.26 -0.11 0.429
H -3.893353 -0.198129 -4.591567 -0.14 0.25 0.15 0.483
H -2.087935 -0.170132 -5.723834 -0.01 -0.02 0.10 0.558
H 1.936927 -1.436096 -5.183602 -0.13 -0.24 0.34 0.448
H 1.655262 -0.986110 -2.744472 0.15 -0.08 0.11 0.809
I -0.212575 3.568750 -2.838273 -0.03 -0.08 0.87 0.169
C -0.365238 3.388739 -0.716049 -0.17 -0.08 -0.28 0.050
C -0.391333 4.545292 0.042852 0.40 0.18 -0.15 -0.550
C -0.434282 4.458587 1.428417 -0.20 0.29 -0.18 -0.393
C -0.536394 3.211657 2.030935 -0.31 0.70 -0.03 -1.080
C -0.575846 2.118892 1.209851 0.15 -0.56 0.45 0.312
N -0.460591 2.188365 -0.122786 0.11 -0.06 -0.60 0.858
H -0.318722 5.505579 -0.450384 -0.04 -0.03 0.05 0.469
H -0.432270 5.386889 1.994367 0.03 -0.26 0.07 0.447
H -0.670333 3.109923 3.096497 0.15 -0.08 0.06 0.579
H -0.665602 1.124529 1.644414 -0.10 0.22 -0.15 0.279

***

Number 1: maximum force 2.20 eV/A. Number 2: maximum force 2.65 eV/A. Number 3: maximum force 5.46 eV/A. Number 4: maximum force 4.14 eV/A. Number 5: maximum force 1.47 eV/A.